1.
75
Properties=species:S:1:pos:R:3:forces:R:3:lowdin_charge:R:1 method="wB97M-V/def2-TZVPD" orbital_gap_ev="6.32 / 6.28" relative_energy_kcal_mol=75.6 multiplicity=1 charge=+1 total_energy_ha=-3014.52579 lumo_ev="-4.6 / -4.7" homo_ev="-10.96 / -10.96"
Pd -0.475 -1.639 -0.755 -2.9 -0.2 3.8 0.564
Cl 1.190 -2.741 -2.309 1.0 -0.7 -2.8 0.585
P 1.218 1.247 0.000 0.7 1.6 -0.4 0.582
P -1.481 -3.685 0.159 -0.7 0.8 -0.3 0.937
P -2.493 -0.665 0.042 -0.1 -0.8 -0.1 0.915
O 1.250 -1.322 -2.511 0.1 0.9 -0.1 -0.372
O 1.509 -3.030 -0.940 -0.4 0.1 1.8 -0.361
O 0.705 -0.054 0.495 -0.4 -0.7 -0.2 -0.345
O 2.084 -3.388 -3.165 0.8 -0.7 -0.6 -0.250
O -0.166 -3.173 -2.565 -0.4 -0.6 -0.4 -0.401
N 2.692 1.085 -0.754 -1.2 0.1 0.4 -0.194
N 1.314 2.332 1.265 0.1 -0.6 -0.6 -0.182
N 0.158 1.980 -1.070 0.4 -0.5 0.2 -0.197
C 2.273 2.350 3.413 -0.2 0.1 -0.1 -0.162
C -1.221 2.193 -2.943 0.2 0.0 0.0 -0.159
C -3.170 -3.938 2.402 0.0 -0.1 -0.2 -0.072
C -3.082 -1.749 1.393 0.4 -0.2 0.2 -0.366
C 4.777 1.745 -1.535 -0.1 0.0 -0.1 -0.159
C 3.281 1.926 -1.777 0.0 0.3 -0.3 -0.201
C -3.941 -1.283 2.385 0.0 0.1 -0.2 -0.072
C -2.679 -3.091 1.415 0.2 0.3 -0.1 -0.364
C 0.116 3.418 -1.345 -0.1 0.5 0.3 -0.194
C 4.873 0.254 -1.204 0.0 0.1 0.0 -0.145
C -0.570 3.555 -2.711 0.0 -0.1 0.0 -0.146
C 2.267 3.440 1.278 0.2 0.4 -0.2 -0.191
C -0.241 1.247 -2.268 -0.1 -0.3 -0.1 -0.229
C -0.442 -4.925 1.002 0.4 0.7 -0.3 -0.206
C -4.400 -2.131 3.378 0.0 -0.1 0.0 -0.048
C -3.910 -0.777 -1.122 0.5 0.0 -0.1 -0.204
C 2.588 3.692 2.757 0.0 -0.1 0.0 -0.158
C 1.032 1.921 2.636 -0.3 -0.1 0.4 -0.208
C -2.648 1.044 0.683 0.6 -0.3 -0.2 -0.201
C -2.503 -4.728 -0.950 0.4 0.4 -0.1 -0.205
C -4.021 -3.462 3.385 0.0 0.0 0.0 -0.047
C 3.545 -0.071 -0.509 0.0 -0.7 0.4 -0.181
H -3.259 -4.133 -1.458 0.0 0.0 0.0 0.044
H 5.726 0.027 -0.569 0.0 0.0 0.0 0.112
H 0.618 1.024 -2.910 -0.1 -0.1 -0.1 0.110
H 3.089 -0.979 -0.914 0.1 0.1 0.1 0.083
H -2.891 -4.981 2.408 0.1 -0.1 0.1 0.104
H 1.824 4.326 0.815 0.2 0.0 0.0 0.106
H -2.186 2.149 -2.438 -0.1 0.0 0.0 0.099
H 1.109 3.872 -1.379 0.0 0.0 0.1 0.089
H -4.838 -0.558 -0.596 0.0 0.0 0.1 0.062
H -2.153 1.116 1.647 0.1 0.0 0.1 0.056
H -1.055 -5.729 1.409 -0.1 0.1 -0.1 0.054
H -5.048 -1.758 4.156 -0.1 0.1 0.0 0.117
H 3.014 1.559 -2.776 0.0 0.1 -0.1 0.122
H 3.084 1.641 3.239 0.0 -0.1 0.0 0.115
H -1.843 -5.167 -1.696 0.0 0.0 -0.1 0.053
H -1.296 4.365 -2.723 0.0 0.1 0.0 0.113
H -0.447 3.913 -0.549 0.1 0.1 0.0 0.116
H 0.818 0.853 2.680 0.0 0.1 0.0 0.102
H -1.361 1.965 -3.996 -0.1 0.0 0.0 0.119
H 3.660 -0.214 0.567 0.1 -0.1 0.0 0.118
H 4.964 -0.325 -2.120 0.0 -0.1 0.0 0.115
H 0.156 2.476 2.993 0.0 -0.1 0.2 0.116
H -0.708 0.281 -1.986 0.1 0.4 -0.3 0.053
H 0.253 -5.324 0.263 0.0 -0.1 0.0 0.059
H -3.781 -0.068 -1.938 0.0 0.0 -0.1 0.048
H -3.961 -1.782 -1.539 0.0 0.0 0.0 0.039
H -2.985 -5.515 -0.370 0.0 0.0 0.1 0.060
H -2.134 1.716 -0.001 0.1 0.1 -0.1 0.027
H 5.093 2.347 -0.681 0.0 0.0 0.0 0.108
H 2.949 2.961 -1.682 0.1 0.0 -0.1 0.100
H 2.101 2.426 4.484 0.0 0.0 0.0 0.113
H 1.926 4.464 3.154 0.0 0.0 0.0 0.113
H -3.694 1.335 0.769 0.0 -0.2 -0.1 0.061
H 0.138 -4.440 1.784 0.0 -0.1 0.1 0.066
H -4.259 -0.253 2.393 0.0 0.2 0.0 0.103
H 0.171 3.753 -3.485 0.0 0.0 0.0 0.116
H 3.617 4.013 2.906 0.0 0.0 0.0 0.113
H 5.373 2.029 -2.398 0.1 0.0 0.0 0.114
H -4.383 -4.128 4.153 0.0 0.0 0.1 0.118
H 3.170 3.170 0.725 0.0 0.0 0.0 0.101



2.
9
Properties=species:S:1:pos:R:3:forces:R:3:lowdin_charge:R:1 method="wB97M-V/def2-TZVPD" orbital_gap_ev=9.42 smiles="O=c1nc[nH][nH]1" relative_energy_kcal_mol=27.2 multiplicity=1 charge=0 total_energy_ha=-317.48903 lumo_ev=0.4 homo_ev=-9.00
O -2.436 -0.194 -0.034 1.2 -0.8 0.0 0.023
N -0.424 0.863 -0.068 0.7 1.5 0.4 0.083
N 0.881 0.430 0.003 -1.4 -0.4 -0.3 0.030
N -0.356 -1.436 0.043 -1.0 1.8 -1.0 0.155
C 0.814 -0.899 -0.066 0.6 -0.1 1.1 -0.204
C -1.217 -0.292 -0.023 -2.2 0.5 0.6 -0.525
H 1.712 -1.437 -0.079 1.1 -0.8 -0.1 0.112
H -0.564 1.867 0.229 -0.5 -2.2 -0.4 0.190
H 1.590 1.099 -0.004 1.5 0.5 -0.3 0.134



3.
18
Properties=species:S:1:pos:R:3:forces:R:3:lowdin_charge:R:1 method="wB97M-V/def2-TZVPD" orbital_gap_ev="9.29 / 9.29" relative_energy_kcal_mol=74.2 multiplicity=1 charge=0 total_energy_ha=-327.01306 lumo_ev="0.6 / 0.6" homo_ev="-8.73 / -8.73"
O 0.687 1.506 -1.640 0.6 0.5 -0.4 -0.057
N 0.961 0.164 0.104 -0.7 0.4 -0.8 -0.047
C 1.803 -0.454 1.135 -0.4 0.0 -0.1 -0.101
C -0.986 0.201 -0.600 0.2 -0.4 0.6 -0.164
C 1.426 1.009 -0.785 0.0 0.1 -0.2 -0.433
C -1.581 0.773 0.642 0.0 -0.1 0.2 -0.090
C -1.061 -1.263 -0.873 0.0 -0.2 0.1 -0.092
H -1.294 0.784 -1.488 0.9 -0.3 0.6 0.120
H 1.867 -1.542 1.001 -0.1 0.2 0.0 0.070
H -1.251 1.806 0.791 0.0 -0.2 -0.1 0.090
H 1.401 -0.260 2.137 0.0 0.0 -0.1 0.069
H -0.385 -1.544 -1.688 -0.1 0.1 0.2 0.090
H -1.318 0.177 1.517 -0.1 0.1 0.0 0.076
H 2.836 -0.059 1.115 -0.5 0.0 -0.2 0.081
H -2.081 -1.513 -1.195 0.1 0.1 0.0 0.090
H -2.675 0.793 0.536 0.1 0.0 0.0 0.090
H -0.812 -1.844 0.018 -0.1 0.0 -0.1 0.077
H 2.493 1.273 -0.761 0.1 -0.1 0.1 0.129



4.
4
Properties=species:S:1:pos:R:3:forces:R:3:lowdin_charge:R:1 method="wB97M-V/def2-TZVPD" orbital_gap_ev=7.11 relative_energy_kcal_mol=11.2 multiplicity=1 charge=-1 total_energy_ha=-536.69803 lumo_ev=3.6 homo_ev=-3.47
Cl -3.645 -0.445 -1.092 0.1 0.0 0.0 -0.992
O 1.301 -0.148 0.620 0.0 0.9 -0.8 -0.099
H 0.559 -0.106 -0.024 0.6 0.0 0.7 0.055
H 1.785 0.700 0.497 -0.6 -0.9 0.1 0.036



5.
92
Properties=species:S:1:pos:R:3:forces:R:3:lowdin_charge:R:1 method="wB97M-V/def2-TZVPD" orbital_gap_ev=1.24 relative_energy_kcal_mol=189.7 multiplicity=1 charge=+2 total_energy_ha=-13342.37212 lumo_ev=-9.2 homo_ev=-10.45
Br 7.184 3.244 2.105 -1.5 -1.4 -1.9 0.618
Br 5.570 0.624 3.408 -0.9 -0.3 -2.6 0.598
Cl 6.147 7.689 -1.823 -0.5 -0.2 0.2 0.531
Cl 4.602 7.260 0.604 0.0 -0.1 -0.4 0.514
Cl 3.290 8.234 -1.803 0.3 -0.3 0.2 0.521
Cl 0.747 -8.119 3.614 0.1 0.4 -0.2 0.556
Cl -0.310 -5.436 3.204 0.1 0.0 -0.1 0.483
Cl 2.564 -5.902 3.098 0.0 0.1 -0.1 0.471
Cl -5.628 4.504 2.789 1.3 4.2 0.8 0.028
Cl 4.248 5.489 -1.678 -0.1 0.5 0.0 0.540
S 1.241 3.781 2.352 0.7 0.9 0.2 0.663
S -7.976 7.165 -0.959 -0.2 0.5 0.0 0.770
S -5.127 -0.998 1.837 0.5 3.3 -2.2 0.724
S -3.120 0.671 -0.003 -1.8 0.0 1.3 0.813
S 2.989 0.732 0.190 0.9 3.8 -4.8 1.025
Mg -4.803 7.048 2.350 -0.6 -1.4 0.2 0.913
Mg 2.172 -2.314 1.557 -0.1 0.0 -0.1 0.915
F -8.028 1.375 1.210 -0.5 -1.0 0.4 -0.269
O -2.113 -6.516 -5.605 2.2 -0.8 1.8 0.133
O 3.463 -6.711 -0.938 2.2 0.3 -0.2 0.065
O -0.891 -6.285 -3.679 -0.4 -0.2 -1.0 0.076
O 0.423 2.864 1.593 0.9 0.8 0.4 -0.269
O -7.569 8.603 -0.824 -0.1 -0.7 0.2 -0.558
O 1.758 -0.485 0.318 0.5 -0.7 0.0 -0.642
O 2.461 2.940 3.034 -1.2 0.0 -0.7 -0.225
O 3.058 1.139 -1.327 -0.3 -2.3 5.8 -0.390
O 5.630 -6.922 -1.636 -1.3 0.2 0.3 0.048
O -0.265 -7.814 -5.212 -0.9 0.7 0.1 0.070
O 0.453 4.163 3.727 0.6 0.0 -1.1 -0.193
O 1.788 4.997 1.794 -1.1 -1.8 0.5 -0.226
O 4.520 0.069 0.542 0.2 0.5 1.3 -0.405
N -7.265 3.360 0.701 1.4 -2.8 -4.4 0.021
N -5.879 1.400 0.522 0.4 -0.3 -3.9 -0.155
C 5.026 -4.893 -0.616 0.1 0.5 -0.1 -0.098
C 6.809 -6.125 -1.533 0.9 0.0 -0.1 -0.158
C -4.801 0.344 0.844 0.3 -1.7 1.1 -0.945
C 5.326 0.943 1.408 2.1 3.9 -1.3 -0.667
C 6.319 -4.710 -1.370 0.4 0.9 -0.2 -0.163
C -6.716 1.317 -0.736 0.5 3.1 4.9 0.193
C 1.023 3.442 4.818 0.2 -0.7 0.5 -0.164
C -0.783 -0.923 -0.185 -0.5 0.5 -0.1 -0.196
C -1.175 -6.843 -4.893 -2.2 0.6 -1.8 -0.504
C -9.631 7.134 -1.689 0.0 0.1 0.0 -0.256
C 0.603 -0.116 -0.534 -1.0 0.2 -2.3 -0.229
C 1.040 -6.248 -2.214 -0.1 0.0 0.1 -0.033
C -8.487 6.589 0.678 -0.3 0.1 -0.1 -0.282
C 2.481 3.208 4.435 0.1 0.6 0.8 -0.170
C 0.814 -7.637 -4.311 0.7 -0.7 0.0 -0.112
C 0.964 -6.584 2.757 -0.1 -0.5 -0.1 -1.534
C -1.727 -0.139 0.951 1.0 -0.7 0.9 -0.444
C 6.019 2.612 -0.725 1.3 0.1 0.7 -0.125
C -7.635 2.672 -0.620 3.4 0.2 5.0 0.076
C 0.132 -7.082 -3.099 0.7 0.4 1.1 -0.339
C 4.572 7.168 -1.175 0.1 0.3 0.0 -1.998
C -6.181 2.582 1.416 -4.3 -3.4 -5.1 -0.112
C 6.039 2.123 0.846 -1.9 -2.8 0.4 -0.556
C 4.583 -6.249 -1.075 -1.3 -1.2 0.3 -0.433
H 0.513 1.057 -0.476 -0.2 -2.4 0.0 0.133
H 7.156 2.837 -1.010 -2.5 -0.5 0.7 0.108
H 5.186 -4.916 0.466 -0.1 0.0 0.0 0.130
H 0.467 -5.507 -1.647 -0.1 -0.2 0.0 0.080
H 1.522 -6.937 -4.772 0.0 0.0 0.3 0.142
H -0.353 -7.867 -2.505 0.1 0.0 -0.2 0.163
H 7.415 -6.245 -2.436 -0.2 -0.2 0.2 0.136
H 5.612 1.803 -1.479 0.6 1.7 1.9 0.094
H 7.036 -4.062 -0.859 0.0 -0.1 -0.1 0.124
H -6.709 0.497 -1.578 0.2 1.5 2.2 0.182
H 7.388 -6.466 -0.669 -0.1 0.0 -0.1 0.135
H -9.564 7.497 -2.718 0.1 0.0 0.2 0.059
H -2.121 -0.885 1.791 0.7 1.7 -2.0 0.092
H -1.114 0.741 1.466 -1.4 -1.9 -1.1 0.086
H -5.626 2.744 2.434 -1.4 -1.2 -2.0 -0.023
H 1.780 -5.696 -2.803 -0.1 -0.1 0.0 0.085
H 1.323 -8.584 -4.117 -0.2 0.1 -0.2 0.149
H 0.893 -6.775 1.684 0.1 0.1 0.3 0.015
H 0.485 2.494 4.918 0.1 0.1 0.1 0.133
H 5.468 3.645 -0.779 1.0 -2.3 0.1 0.004
H -1.416 -0.943 -1.195 1.6 0.0 2.1 0.117
H -10.303 7.782 -1.120 0.1 0.0 0.0 0.067
H 6.110 -4.274 -2.355 0.1 -0.1 0.2 0.127
H 2.927 2.373 4.980 -0.1 0.0 -0.3 0.130
H -8.428 3.053 -1.404 1.8 -0.8 2.0 0.153
H 0.903 -0.384 -1.653 -0.6 0.6 2.5 0.154
H -7.609 6.564 1.328 0.0 -0.1 -0.1 -0.019
H -9.230 7.270 1.099 0.1 0.0 -0.1 0.069
H 4.294 -4.128 -0.883 -0.1 -0.2 0.2 0.112
H 3.081 4.110 4.597 -0.1 -0.1 0.1 0.142
H 1.585 -6.886 -1.510 -0.4 0.2 -0.4 0.058
H -10.010 6.110 -1.691 0.1 0.1 0.0 0.050
H -0.630 -2.050 0.113 -0.1 2.3 -0.5 0.110
H -8.904 5.582 0.597 0.1 0.1 0.1 0.040
H 0.926 4.014 5.745 -0.1 0.1 -0.3 0.144



6.
83
Properties=species:S:1:pos:R:3:forces:R:3:lowdin_charge:R:1 method="wB97M-V/def2-TZVPD" orbital_gap_ev=6.26 relative_energy_kcal_mol=25.0 multiplicity=1 charge=+1 total_energy_ha=-2940.89734 lumo_ev=-2.6 homo_ev=-8.89
Ba 0.464 0.854 1.230 0.0 0.4 0.0 1.827
Cl -3.373 4.880 1.117 -0.1 0.7 -0.3 0.704
Cl -4.861 3.509 3.232 -0.1 0.3 0.3 0.695
Cl -4.740 2.304 0.611 0.2 0.6 0.2 0.605
N -0.052 1.318 -1.590 -2.0 0.3 0.7 -0.141
N -0.284 -1.518 0.837 -0.8 -0.5 -0.3 -0.207
N 2.651 2.895 1.840 0.5 -0.2 0.2 -0.135
N 0.702 3.524 -0.090 -0.6 0.7 -0.5 0.087
N -1.676 2.214 2.557 -0.8 0.0 -0.6 0.085
N 2.630 0.993 -0.476 0.5 -0.2 1.8 -0.182
C -4.088 -1.675 1.201 0.8 -1.9 -1.1 -0.251
C -3.485 -2.183 -1.176 1.2 -1.2 -0.8 -0.291
C -3.872 3.388 1.808 -0.4 -2.0 -0.7 -1.625
C 3.615 2.064 -0.370 0.2 -0.2 0.6 -0.179
C 3.281 -2.240 0.761 1.1 0.9 2.2 -0.304
C 0.836 -2.148 0.412 0.7 1.4 2.2 -0.375
C 2.182 0.523 -1.742 -0.2 0.4 -1.0 -0.218
C 3.383 -3.241 -0.144 -0.4 -1.3 -1.4 -0.050
C 3.878 2.466 1.111 -1.0 -0.4 -1.0 -0.176
C -3.496 -3.732 -0.906 -1.5 1.6 0.5 -0.086
C -4.251 -3.201 1.510 0.4 0.7 -0.9 -0.104
C -1.849 -3.523 0.837 0.8 0.1 1.5 -0.084
C 0.000 4.850 -1.962 0.9 1.9 -0.5 -0.009
C 2.032 -1.742 1.142 -0.2 -0.6 -0.7 -0.146
C 0.770 5.927 -1.465 -1.1 -1.5 0.4 -0.040
C -0.862 2.537 -1.708 0.3 -0.3 -0.5 -0.153
C 4.585 -1.800 1.526 -1.5 0.0 0.3 -0.034
C -1.621 -2.010 0.514 -0.3 -0.4 -0.2 -0.480
C 2.220 -4.899 -1.804 0.5 -0.5 0.9 -0.041
C 2.227 -3.754 -0.775 0.2 0.2 -0.7 -0.238
C -2.595 -1.265 1.396 -2.0 -0.1 2.0 -0.125
C 1.419 4.547 0.374 -0.6 0.2 -0.4 -0.251
C 1.016 -3.126 -0.555 0.2 -0.8 -0.5 -0.037
C 1.390 5.828 -0.258 1.2 -0.1 1.5 -0.004
C 1.126 1.409 -2.353 2.1 0.4 -0.8 -0.235
C -3.268 -3.970 0.595 -1.1 0.0 -0.2 -0.300
C -0.047 3.710 -1.223 -0.1 -0.8 0.5 -0.289
C 2.231 4.301 1.636 0.9 0.0 -0.2 -0.150
C -2.073 -1.633 -0.940 -0.1 -1.4 1.3 -0.071
C -4.472 -1.551 -0.277 -0.7 0.8 0.8 -0.163
C -2.666 2.612 2.121 1.0 0.4 1.2 -0.408
H 4.565 1.787 -0.839 0.1 0.0 0.1 0.129
H 1.622 4.579 2.496 0.0 0.1 0.1 0.128
H 1.749 -0.452 -1.668 -0.4 -0.9 0.7 0.111
H 2.972 0.198 0.067 0.1 0.0 -0.2 0.061
H -1.217 -4.172 0.242 0.4 0.0 0.1 0.102
H 1.906 6.693 0.241 -0.4 -1.0 -0.8 0.139
H 4.329 -1.438 2.546 -0.1 -0.1 -0.5 0.073
H 2.949 0.361 -2.461 1.2 0.1 -0.7 0.120
H -2.109 -0.552 -0.922 0.3 0.5 -0.6 0.091
H 3.263 2.931 -0.875 -0.4 0.7 -0.6 0.095
H 4.690 3.166 1.164 0.3 1.0 -0.2 0.112
H 1.205 -4.913 -2.253 0.8 -0.3 0.1 0.072
H -4.751 -1.138 1.835 -0.4 0.8 0.6 0.119
H 0.746 6.789 -2.049 0.3 1.6 -0.6 0.096
H -1.257 2.759 -2.712 0.6 -0.1 -0.2 0.133
H 5.243 -2.667 1.704 0.0 0.6 -0.5 0.082
H 0.993 1.093 -3.378 -0.2 -0.1 -0.6 0.131
H 4.339 -3.697 -0.310 0.4 -0.2 -0.2 0.110
H -2.603 -0.211 1.139 0.5 0.7 0.2 0.067
H -3.492 -5.023 0.838 0.8 0.1 -0.3 0.146
H 2.451 -5.910 -1.297 -0.5 1.5 -0.8 0.108
H -0.571 0.492 -1.888 -0.1 0.2 0.2 0.106
H 2.874 2.775 2.833 -0.2 0.3 -0.4 0.113
H -1.337 -2.099 -1.598 -0.1 0.5 -0.5 0.116
H 2.988 -4.748 -2.590 -0.5 -0.1 0.4 0.080
H 1.497 2.453 -2.407 -0.2 -0.6 0.1 0.128
H -1.779 2.395 -1.189 -0.8 0.0 1.1 0.094
H -1.577 -3.636 1.930 -0.1 0.0 -1.1 0.149
H -3.953 -3.462 2.521 -0.2 0.2 0.4 0.111
H -5.424 -2.032 -0.450 -0.5 -0.2 0.1 0.119
H 3.122 4.974 1.614 -0.6 -0.3 0.1 0.133
H -5.304 -3.515 1.353 0.6 0.1 0.1 0.126
H 5.049 -0.935 1.012 0.2 -0.7 0.1 0.067
H -3.837 -1.900 -2.178 0.4 -0.6 -0.2 0.143
H -2.753 -4.252 -1.482 0.1 -0.4 -0.5 0.112
H -4.608 -0.542 -0.652 0.0 0.7 0.4 0.095
H -4.525 -4.020 -1.133 0.2 -0.5 -0.4 0.119
H 0.182 -3.506 -1.101 -0.5 -0.1 -0.2 0.082
H -2.479 -1.404 2.520 0.7 0.3 -1.3 0.148
H 4.316 1.627 1.608 -0.2 -0.9 0.6 0.100
H 1.947 -1.369 2.166 -0.1 0.2 -0.3 0.078
H -0.429 5.080 -2.956 -0.2 -1.0 0.8 0.136